Below is a single C25H32N2O5 molecule, with properties calculated with ωB97M-V with the def2-TZVPD basis set.

Properties
SMILES: CCOC(=O)c1ccc(NC(=O)COc2ccc(CNC3CCCCC3)cc2OC)cc1
Kohn-Sham gap (eV): 9.08
Highest occupied orbital energy (eV): -8.515
DFT total energy (Ha): -1457.5853
Relative energy (zero: lowest compared OMol25 entry of this formula, charge and spin) (kcal/mol): 13.6
Maximum force (eV Å⁻¹): 0.6

CARTESIAN COORDINATES (ANGSTROEM)
C (9.620, 1.833, -0.211)
C (8.483, 2.112, -1.185)
O (7.409, 1.191, -1.012)
C (6.530, 1.463, -0.036)
O (6.596, 2.443, 0.668)
C (5.468, 0.438, 0.069)
C (5.419, -0.673, -0.770)
C (4.409, -1.605, -0.643)
C (3.426, -1.438, 0.333)
N (2.378, -2.335, 0.510)
C (2.113, -3.484, -0.158)
O (2.776, -3.973, -1.044)
C (0.836, -4.170, 0.353)
O (-0.021, -3.298, 1.053)
C (-0.771, -2.409, 0.307)
C (-1.544, -2.781, -0.779)
C (-2.327, -1.848, -1.435)
C (-2.349, -0.526, -1.019)
C (-3.275, 0.465, -1.681)
N (-4.664, 0.313, -1.272)
C (-4.939, 0.539, 0.142)
C (-4.928, 2.039, 0.459)
C (-6.019, 2.761, -0.324)
C (-7.388, 2.185, 0.020)
C (-7.417, 0.693, -0.289)
C (-6.318, -0.032, 0.483)
C (-1.575, -0.149, 0.073)
C (-0.781, -1.070, 0.737)
O (0.029, -0.781, 1.802)
C (-0.045, 0.509, 2.361)
C (3.478, -0.328, 1.179)
C (4.487, 0.599, 1.047)
H (10.446, 2.509, -0.412)
H (9.277, 1.987, 0.809)
H (9.963, 0.807, -0.318)
H (8.105, 3.130, -1.042)
H (8.809, 1.978, -2.219)
H (6.178, -0.802, -1.524)
H (4.371, -2.464, -1.291)
H (1.699, -2.077, 1.224)
H (0.351, -4.662, -0.495)
H (1.131, -4.941, 1.072)
H (-1.547, -3.808, -1.110)
H (-2.925, -2.156, -2.280)
H (-2.960, 1.486, -1.457)
H (-3.247, 0.331, -2.766)
H (-4.976, -0.621, -1.521)
H (-4.187, 0.036, 0.781)
H (-5.094, 2.167, 1.531)
H (-3.954, 2.469, 0.221)
H (-5.829, 2.628, -1.390)
H (-5.992, 3.829, -0.098)
H (-8.164, 2.699, -0.552)
H (-7.595, 2.343, 1.081)
H (-7.257, 0.546, -1.358)
H (-8.390, 0.272, -0.026)
H (-6.341, -1.101, 0.254)
H (-6.489, 0.081, 1.556)
H (-1.589, 0.884, 0.386)
H (0.331, 1.269, 1.669)
H (0.587, 0.484, 3.249)
H (-1.068, 0.758, 2.659)
H (2.721, -0.207, 1.938)
H (4.539, 1.462, 1.693)